137
Properties=species:S:1:pos:R:3 method="wB97M-V/def2-TZVPD" s2=4.131 charge=+3 e_lumo_ev="-9.48 / -8.12" orbital_gap_ev="6.01 / 7.49" multiplicity=4
Mn 0.358 0.006 -0.393
C 4.518 -1.942 3.625
C 4.595 -0.572 3.845
C 3.823 0.303 3.101
C 2.926 -0.174 2.138
C 2.877 -1.552 1.908
C 3.667 -2.429 2.644
P 1.919 1.067 1.213
C 3.248 2.250 0.828
C 3.137 3.615 1.076
C 4.208 4.463 0.827
C 5.402 3.954 0.341
C 5.531 2.588 0.111
C 4.462 1.742 0.352
C 0.849 1.912 2.439
C 1.422 2.587 3.519
C 0.627 3.224 4.461
C -0.755 3.207 4.332
C -1.334 2.549 3.258
C -0.547 1.885 2.305
Si -1.450 1.089 0.881
C -2.609 -0.324 1.257
C -3.493 -0.325 2.337
C -4.331 -1.410 2.562
C -4.296 -2.500 1.704
C -3.454 -2.495 0.598
C -2.615 -1.412 0.372
P -1.551 -1.327 -1.113
C -2.733 -1.026 -2.454
C -3.983 -0.463 -2.198
C -4.908 -0.346 -3.226
C -4.593 -0.788 -4.505
C -3.338 -1.327 -4.770
C -2.402 -1.429 -3.755
C -0.921 -2.992 -1.510
C -1.784 -3.967 -2.022
C -1.311 -5.240 -2.302
C 0.028 -5.553 -2.099
C 0.895 -4.589 -1.604
C 0.417 -3.321 -1.308
C -2.398 2.339 -0.091
C -3.546 2.981 0.392
C -4.126 4.006 -0.334
C -3.560 4.414 -1.543
C -2.441 3.774 -2.041
C -1.876 2.712 -1.323
P -0.342 1.911 -1.911
C -0.703 1.512 -3.653
C -2.005 1.579 -4.154
C -2.232 1.440 -5.516
C -1.184 1.176 -6.385
C 0.107 1.049 -5.888
C 0.341 1.219 -4.534
C 0.729 3.400 -1.974
C 0.644 4.248 -0.865
C 1.135 5.540 -0.928
C 1.752 5.992 -2.089
C 1.879 5.143 -3.178
C 1.358 3.855 -3.131
H 5.136 -2.623 4.198
H 5.270 -0.181 4.598
H 3.952 1.366 3.258
H 2.252 -1.959 1.136
H 3.615 -3.494 2.447
H 2.232 4.014 1.510
H 4.111 5.524 1.030
H 6.242 4.615 0.161
H 6.469 2.183 -0.247
H 4.584 0.677 0.203
H 2.497 2.640 3.626
H 1.090 3.746 5.290
H -1.380 3.708 5.064
H -2.419 2.563 3.153
H -3.531 0.525 3.016
H -5.008 -1.406 3.409
H -4.931 -3.359 1.888
H -3.467 -3.338 -0.083
H -4.247 -0.138 -1.199
H -5.888 0.069 -3.023
H -5.327 -0.709 -5.298
H -3.090 -1.671 -5.768
H -1.425 -1.850 -3.964
H -2.821 -3.733 -2.224
H -1.992 -5.988 -2.692
H 0.393 -6.549 -2.331
H 1.941 -4.831 -1.436
H 1.096 -2.598 -0.883
H -3.990 2.681 1.339
H -5.014 4.501 0.043
H -3.996 5.239 -2.094
H -2.004 4.097 -2.980
H -2.845 1.752 -3.499
H -3.243 1.533 -5.897
H -1.370 1.063 -7.446
H 0.932 0.833 -6.558
H 1.348 1.157 -4.165
H 0.135 3.912 0.034
H 1.025 6.202 -0.075
H 2.115 7.011 -2.152
H 2.357 5.492 -4.086
H 1.413 3.242 -4.018
C -2.137 -5.227 6.039
C -1.540 -4.248 5.076
C -1.364 -2.907 5.427
C -0.809 -1.992 4.560
C -0.620 -0.569 5.039
C -0.458 -2.420 3.243
C -0.011 -1.392 2.380
O 0.167 -1.396 1.119
C -0.566 -3.799 2.901
C -0.051 -4.355 1.606
C -1.107 -4.670 3.817
H -2.406 -4.761 6.984
H -1.432 -6.038 6.239
H -3.030 -5.691 5.610
H -1.655 -2.582 6.422
H -0.941 -0.482 6.075
H -1.206 0.139 4.452
H 0.429 -0.261 4.994
H 0.240 -0.467 2.895
H 0.805 -3.796 1.231
H -0.830 -4.327 0.841
H 0.244 -5.396 1.738
H -1.175 -5.725 3.564
C 3.566 0.837 -2.892
As 2.412 -0.525 -2.117
C 3.791 -1.713 -1.398
C 2.003 -1.555 -3.721
H 4.310 0.309 -3.483
H 4.061 1.409 -2.119
H 3.036 1.536 -3.529
H 4.764 -1.270 -1.595
H 3.729 -2.664 -1.920
H 3.695 -1.881 -0.331
H 2.931 -1.644 -4.284
H 1.248 -1.079 -4.340
H 1.660 -2.548 -3.441

***

158
Properties=species:S:1:pos:R:3 method="wB97M-V/def2-TZVPD" smiles="CCOCCOCCOC[C@@H]([C@@H](N=C=S)O[C@](CCCCOC)(C[C@H](C)I)P(C)O)N(Br)CCCOC(C)=O.O=C1c2ccccc2C(=O)c2ccccc21.O=C1c2ccccc2C(=O)c2ccccc21.O=C1c2ccccc2C(=O)c2ccccc21" e_lumo_ev=-1.05 orbital_gap_ev=7.86
C 5.717 -3.245 -0.428
C 4.826 -2.785 0.705
O 5.041 -3.596 1.855
C 3.862 -3.893 2.561
C 2.967 -4.916 1.849
O 1.809 -4.323 1.280
C 0.742 -4.184 2.191
C -0.158 -2.991 1.791
O 0.347 -2.359 0.638
C -0.651 -1.722 -0.157
C -1.145 -2.707 -1.223
C -2.685 -2.836 -1.257
N -3.315 -1.490 -1.073
C -4.352 -1.348 -0.462
S -5.703 -1.113 0.294
O -3.174 -3.342 -2.449
C -3.709 -4.677 -2.470
C -4.939 -4.782 -1.562
C -5.908 -5.933 -1.858
C -6.606 -6.449 -0.584
C -6.854 -7.954 -0.641
O -5.738 -8.625 -0.068
C -5.298 -9.750 -0.798
C -2.624 -5.763 -2.219
C -2.766 -6.650 -0.977
C -2.344 -6.011 0.342
I -1.442 -8.352 -1.305
P -4.244 -4.898 -4.254
C -2.618 -4.619 -5.079
O -4.984 -3.450 -4.496
N -0.566 -2.552 -2.551
Br -0.908 -0.874 -3.310
C 0.873 -2.860 -2.564
C 1.087 -4.370 -2.576
C 2.537 -4.731 -2.821
O 2.563 -6.145 -3.090
C 3.783 -6.692 -3.235
C 3.709 -8.058 -3.847
O 4.804 -6.130 -2.920
H 5.399 -4.209 -0.827
H 5.682 -2.514 -1.237
H 6.749 -3.344 -0.091
H 5.059 -1.746 0.964
H 3.776 -2.812 0.398
H 3.265 -2.982 2.710
H 4.149 -4.251 3.551
H 2.686 -5.723 2.534
H 3.531 -5.353 1.025
H 1.109 -4.034 3.210
H 0.149 -5.107 2.183
H -0.211 -2.262 2.607
H -1.176 -3.364 1.619
H -1.460 -1.364 0.482
H -0.170 -0.856 -0.608
H -0.773 -3.678 -0.891
H -2.979 -3.439 -0.395
H -5.469 -3.830 -1.676
H -4.640 -4.824 -0.514
H -6.668 -5.623 -2.572
H -5.351 -6.777 -2.274
H -5.949 -6.291 0.274
H -7.560 -5.946 -0.421
H -7.772 -8.227 -0.111
H -6.977 -8.284 -1.679
H -4.738 -9.460 -1.695
H -4.627 -10.321 -0.156
H -6.128 -10.395 -1.096
H -2.592 -6.425 -3.088
H -1.649 -5.280 -2.184
H -3.748 -7.105 -0.882
H -3.153 -5.410 0.761
H -2.132 -6.785 1.081
H -1.429 -5.430 0.225
H -1.783 -4.544 -4.385
H -2.659 -3.716 -5.688
H -2.432 -5.464 -5.745
H -4.366 -2.718 -4.365
H 1.396 -2.410 -1.712
H 1.289 -2.434 -3.477
H 0.430 -4.840 -3.308
H 0.822 -4.784 -1.597
H 2.963 -4.203 -3.675
H 3.133 -4.531 -1.931
H 2.792 -8.562 -3.548
H 4.563 -8.646 -3.520
H 3.721 -7.962 -4.932
O -4.417 6.713 2.813
C -4.865 5.651 3.197
C -5.267 5.454 4.617
C -5.148 6.515 5.506
C -5.543 6.359 6.824
C -6.059 5.143 7.259
C -6.168 4.079 6.380
C -5.770 4.228 5.058
C -5.879 3.063 4.133
O -6.268 1.985 4.528
C -5.494 3.270 2.707
C -5.612 2.211 1.817
C -5.279 2.386 0.485
C -4.828 3.624 0.037
C -4.698 4.681 0.921
C -5.028 4.508 2.259
H -4.748 7.456 5.156
H -5.451 7.186 7.515
H -6.374 5.026 8.287
H -6.562 3.127 6.708
H -5.964 1.255 2.178
H -5.371 1.560 -0.207
H -4.573 3.760 -1.006
H -4.341 5.644 0.583
O 0.612 7.086 1.875
C 0.609 8.145 1.283
C 1.848 8.667 0.638
C 3.012 7.910 0.701
C 4.167 8.361 0.085
C 4.162 9.573 -0.599
C 3.009 10.337 -0.656
C 1.849 9.890 -0.036
C 0.623 10.735 -0.098
O 0.637 11.819 -0.643
C -0.621 10.202 0.526
C -1.789 10.952 0.451
C -2.960 10.461 1.003
C -2.974 9.221 1.635
C -1.811 8.477 1.720
C -0.631 8.962 1.169
H 3.000 6.968 1.232
H 5.070 7.765 0.130
H 5.063 9.919 -1.088
H 2.996 11.282 -1.180
H -1.767 11.912 -0.045
H -3.870 11.045 0.940
H -3.886 8.833 2.058
H -1.814 7.514 2.210
O 6.713 5.932 -0.263
C 7.239 4.839 -0.287
C 7.299 4.044 -1.545
C 6.759 4.580 -2.708
C 6.829 3.869 -3.893
C 7.438 2.618 -3.922
C 7.966 2.074 -2.765
C 7.896 2.782 -1.572
C 8.456 2.169 -0.333
O 8.931 1.054 -0.345
C 8.415 2.975 0.921
C 8.959 2.442 2.082
C 8.951 3.183 3.252
C 8.400 4.460 3.267
C 7.848 4.993 2.115
C 7.850 4.253 0.939
H 6.291 5.554 -2.673
H 6.410 4.288 -4.798
H 7.498 2.068 -4.852
H 8.437 1.101 -2.774
H 9.387 1.450 2.057
H 9.377 2.767 4.155
H 8.401 5.039 4.181
H 7.414 5.982 2.116

***

160
Properties=species:S:1:pos:R:3 method="wB97M-V/def2-TZVPD" charge=-1 e_lumo_ev=1.47 orbital_gap_ev=5.86
C 9.834 -4.792 0.021
O 10.133 -3.811 1.034
C 10.570 -2.560 0.469
C 9.894 -1.332 1.289
C 8.379 -1.235 0.762
C 7.379 -0.537 1.840
Si 5.597 -0.954 1.283
C 4.753 0.488 0.266
O 3.593 0.971 1.036
C 2.454 1.157 0.213
C 1.081 0.348 0.465
O 2.484 1.999 -0.716
O 4.509 -1.320 2.563
Si 3.799 -2.890 2.418
C 3.347 -3.410 0.637
C 1.938 -4.205 0.516
C 1.476 -4.021 -1.036
C 0.049 -4.786 -1.183
C 2.559 -4.564 -2.082
C 2.939 -3.469 -3.224
C 4.200 -3.898 -4.103
C 5.531 -3.447 -3.903
C 6.515 -2.957 -5.059
C 6.132 -3.459 -2.404
C 4.909 -4.173 3.344
O 4.654 -4.584 4.541
O 6.034 -4.627 2.698
H 9.089 -5.564 0.438
H 9.376 -4.367 -0.931
H 10.785 -5.399 -0.221
H 11.712 -2.490 0.438
H 10.223 -2.405 -0.623
H 10.473 -0.375 1.036
H 9.921 -1.592 2.397
H 8.300 -0.769 -0.275
H 8.000 -2.319 0.650
H 7.621 0.591 1.821
H 7.551 -0.933 2.892
H 5.718 -2.067 0.313
H 5.492 1.365 0.149
H 4.398 0.126 -0.768
H 0.914 0.114 1.581
H 1.048 -0.652 -0.077
H 0.165 0.964 0.150
H 2.539 -2.836 3.201
H 3.290 -2.558 -0.119
H 4.156 -4.155 0.289
H 1.102 -3.707 1.126
H 2.007 -5.301 0.807
H 1.336 -2.882 -1.155
H -0.528 -4.756 -0.204
H 0.312 -5.880 -1.412
H -0.559 -4.326 -2.037
H 2.105 -5.473 -2.627
H 3.531 -4.928 -1.620
H 2.037 -3.476 -3.942
H 3.017 -2.415 -2.792
H 3.979 -4.614 -4.977
H 6.363 -1.846 -5.319
H 6.375 -3.533 -6.039
H 7.625 -3.051 -4.782
H 7.268 -3.289 -2.401
H 5.579 -2.656 -1.788
H 5.984 -4.489 -1.912
F 4.704 -0.674 -3.972
C 4.975 0.617 -4.216
C 3.930 1.518 -4.336
C 4.208 2.858 -4.584
C 5.529 3.278 -4.721
C 6.570 2.362 -4.604
C 6.293 1.024 -4.344
H 2.908 1.171 -4.234
H 3.398 3.574 -4.672
H 5.746 4.323 -4.919
H 7.598 2.691 -4.715
H 7.091 0.299 -4.241
F 1.057 -0.551 3.518
C 0.540 0.251 4.459
C 0.624 -0.133 5.784
C 0.097 0.693 6.770
C -0.520 1.891 6.416
C -0.603 2.265 5.078
C -0.064 1.444 4.092
H 1.101 -1.072 6.039
H 0.165 0.404 7.813
H -0.936 2.533 7.186
H -1.087 3.196 4.802
H -0.111 1.723 3.046
F 2.880 -0.337 10.539
C 3.493 -1.097 9.611
C 4.876 -1.170 9.597
C 5.509 -1.958 8.640
C 4.752 -2.655 7.702
C 3.363 -2.571 7.723
C 2.729 -1.792 8.687
H 5.450 -0.613 10.329
H 6.591 -2.028 8.624
H 5.246 -3.266 6.952
H 2.775 -3.113 6.989
H 1.648 -1.722 8.723
F -1.905 -3.520 -4.981
C -3.037 -3.272 -4.302
C -3.726 -4.325 -3.720
C -4.896 -4.068 -3.012
C -5.369 -2.763 -2.903
C -4.671 -1.714 -3.496
C -3.496 -1.969 -4.194
H -3.348 -5.335 -3.821
H -5.438 -4.883 -2.546
H -6.283 -2.563 -2.355
H -5.043 -0.699 -3.414
H -2.935 -1.164 -4.655
F -5.153 1.330 -3.485
C -5.668 2.133 -2.537
C -5.585 1.754 -1.207
C -6.114 2.586 -0.226
C -6.729 3.782 -0.587
C -6.811 4.150 -1.927
C -6.272 3.323 -2.908
H -5.110 0.815 -0.945
H -6.048 2.303 0.819
H -7.145 4.428 0.178
H -7.293 5.080 -2.208
H -6.319 3.597 -3.955
F -7.402 5.760 1.701
C -8.648 5.592 2.176
C -9.730 5.955 1.390
C -11.020 5.776 1.879
C -11.212 5.246 3.152
C -10.117 4.889 3.934
C -8.828 5.058 3.442
H -9.561 6.374 0.405
H -11.873 6.050 1.271
H -12.219 5.111 3.535
H -10.268 4.480 4.927
H -7.964 4.777 4.033
F -13.749 4.995 0.982
C -14.880 5.243 1.663
C -15.567 4.189 2.246
C -16.734 4.446 2.956
C -17.207 5.751 3.066
C -16.512 6.800 2.473
C -15.338 6.546 1.772
H -15.187 3.180 2.142
H -17.276 3.631 3.422
H -18.121 5.950 3.617
H -16.883 7.816 2.556
H -14.778 7.351 1.310
F 1.358 4.382 -7.181
C 0.677 3.224 -7.182
C 0.551 2.509 -6.002
C -0.158 1.312 -6.000
C -0.723 0.839 -7.182
C -0.585 1.564 -8.362
C 0.114 2.766 -8.362
H 1.004 2.888 -5.094
H -0.270 0.749 -5.080
H -1.272 -0.097 -7.181
H -1.023 1.192 -9.283
H 0.224 3.347 -9.270